[1]
# C5H12BNO

An isolated molecule of C5H12BNO at a distorted geometry (ωB97M-V/def2-TZVPD, OMol25).

Results
**Gap between HOMO and LUMO**: 7.651 eV
**Total energy**: -9590.2611 eV
**Highest occupied orbital energy**: -7.374 eV
**Energy relative to the best compared isomer or geometry (same formula, charge and spin)**: 419.9 kJ/mol
**Molar mass**: 112.97 u
**Net charge**: 0

Each line ends with the natural charge from an NBO analysis.
Cartesian coordinates (Å):
B 0.094 0.109 -0.348  1.270
C 1.344 0.906 0.032  -0.914
C 1.321 1.393 1.497  -0.413
C 1.137 0.246 2.514  -0.022
C -1.686 -1.547 -0.342  -0.445
C -1.095 -0.522 -2.439  -0.397
N -0.867 -0.597 -1.039  -0.778
O 0.104 -0.489 2.166  -0.819
H 2.201 0.109 0.003  0.273
H 1.666 1.689 -0.752  0.273
H 2.132 2.076 1.795  0.204
H 0.369 1.830 1.747  0.209
H 2.068 -0.328 2.718  0.097
H 1.097 0.742 3.488  0.128
H -2.696 -1.662 -0.656  0.206
H -1.234 -2.540 -0.372  0.205
H -1.748 -1.473 0.885  0.291
H -0.530 0.233 -3.011  0.223
H -0.707 -1.550 -2.913  0.199
H -2.179 -0.360 -2.498  0.212

=====

[2]
# C5H12BNO4

C5H12BNO4 as an isolated structure at a distorted geometry (ωB97M-V/def2-TZVPD, OMol25).

Results
**Gap between HOMO and LUMO**: 10.154 eV
**Total energy**: -15734.2635 eV
**Highest occupied orbital energy**: -10.231 eV
**Energy relative to the best compared isomer or geometry (same formula, charge and spin)**: 520.0 kJ/mol
**Molar mass**: 160.97 u
**Net charge**: 0

Each line ends with the natural charge from an NBO analysis.
Cartesian coordinates (Å):
B 2.522 0.009 -1.798  1.071
C -1.630 -0.105 2.000  -0.639
C -1.758 -0.847 0.638  -0.394
C -0.419 -0.853 -0.077  -0.458
C -0.162 0.516 -0.644  -0.275
C 1.082 0.666 -2.110  -0.421
N 0.239 0.140 -3.195  0.516
O -0.118 -1.023 -3.277  -0.395
O -0.129 0.951 -4.029  -0.399
O 3.463 0.946 -1.548  -0.868
O 2.635 -1.307 -1.856  -0.849
H -2.369 -0.609 2.656  0.214
H -0.616 -0.095 2.577  0.203
H -1.942 0.972 2.065  0.212
H -2.109 -1.865 0.807  0.213
H -2.448 -0.233 0.044  0.204
H -0.572 -1.377 -1.057  0.248
H 0.322 -1.219 0.700  0.211
H -0.989 0.893 -1.064  0.185
H 0.235 1.216 0.107  0.202
H 1.226 1.749 -2.256  0.246
H 4.345 0.583 -1.624  0.486
H 3.580 -1.604 -1.618  0.487

=====

[3]
# C5H12Cl2N

A 2-piece molecular cluster, C5H12Cl2N overall at a distorted geometry (ωB97M-V/def2-TZVPD, OMol25).

Results
**Gap between HOMO and LUMO (alpha / beta)**: 7.306 / 9.188 eV
**Total energy**: -31903.4808 eV
**Highest occupied orbital energy (alpha / beta)**: -11.914 / -13.261 eV
**Energy relative to the best compared isomer or geometry (same formula, charge and spin)**: 448.7 kJ/mol
**Molar mass**: 157.06 u
**Net charge**: +1

Each line ends with the natural charge from an NBO analysis.
Cartesian coordinates (Å):
C 0.592 -2.301 1.582  -0.711
C 1.230 0.684 -0.995  -0.451
C -0.743 2.187 -1.304  -0.420
C -0.885 -0.194 -0.629  -0.192
C -0.409 -1.258 1.882  -0.118
N -0.159 0.981 -0.548  -0.463
Cl 0.309 0.217 2.160  0.118
Cl -1.870 -1.687 2.546  0.162
H 0.691 -3.228 2.145  0.270
H 0.217 -2.674 0.609  0.245
H 1.595 -1.865 1.419  0.238
H 2.129 1.275 -0.609  0.257
H 1.533 -0.299 -0.559  0.234
H 1.358 0.698 -2.062  0.245
H -0.016 2.918 -1.641  0.249
H -1.292 1.793 -2.178  0.237
H -1.581 2.615 -0.682  0.240
H -0.551 -1.058 -1.144  0.215
H -1.954 -0.078 -0.565  0.205
H -0.194 1.275 0.573  0.441

=====

[4]
# C5H12Cl2Si

A 2-piece molecular cluster, C5H12Cl2Si overall (ωB97M-V/def2-TZVPD, OMol25).

Results
**Gap between HOMO and LUMO**: 7.475 eV
**Total energy**: -38299.9989 eV
**Highest occupied orbital energy**: -8.438 eV
**Energy relative to the best compared isomer or geometry (same formula, charge and spin)**: 571.0 kJ/mol
**Molar mass**: 171.14 u
**Net charge**: 0

Each line ends with the natural charge from an NBO analysis.
Cartesian coordinates (Å):
C 0.878 -0.823 1.063  -0.622
C -0.117 -0.657 -1.210  -0.614
C 1.742 0.864 -0.555  -0.613
C -4.780 -0.069 0.214  -0.393
C 0.486 0.146 -0.056  -0.520
Si -0.825 1.408 0.624  0.803
Cl -5.556 1.460 -0.231  -0.027
Cl -5.956 -1.393 0.272  -0.031
H 1.626 -1.534 0.708  0.215
H 1.299 -0.293 1.916  0.211
H 0.014 -1.389 1.409  0.206
H -0.399 0.002 -2.031  0.206
H -1.006 -1.198 -0.885  0.205
H 0.600 -1.385 -1.592  0.205
H 2.242 1.393 0.257  0.214
H 2.455 0.153 -0.979  0.204
H 1.491 1.587 -1.331  0.201
H -4.031 -0.301 -0.542  0.223
H -4.334 0.053 1.199  0.225
H 0.120 2.303 1.363  -0.298

=====

[5]
# C5H12ClOP

A 2-piece molecular cluster, C5H12ClOP overall at a distorted geometry (ωB97M-V/def2-TZVPD, OMol25).

Results
**Gap between HOMO and LUMO**: 9.740 eV
**Total energy**: -29237.7415 eV
**Highest occupied orbital energy**: -8.932 eV
**Energy relative to the best compared isomer or geometry (same formula, charge and spin)**: 137.3 kJ/mol
**Molar mass**: 154.58 u
**SMILES string**: C=C(C)C.CP(O)Cl
**Net charge**: 0

Each line ends with the natural charge from an NBO analysis.
Cartesian coordinates (Å):
C 0.490 -1.744 -0.037  -0.435
C 0.970 -0.811 0.794  0.003
C 2.292 -0.200 0.712  -0.659
C 0.214 -0.319 1.938  -0.658
H 1.060 -2.110 -0.873  0.190
H -0.492 -2.183 0.000  0.198
H 2.117 0.802 0.170  0.240
H 2.560 0.165 1.783  0.214
H 3.052 -0.908 0.367  0.231
H 0.648 -0.630 2.964  0.225
H -0.957 -0.444 2.038  0.237
H 0.413 0.869 1.952  0.215
C -1.530 0.188 -2.199  -0.973
P -0.617 1.337 -0.915  1.093
O -1.706 1.430 0.357  -0.977
Cl -0.895 3.104 -1.867  -0.331
H -2.607 -0.070 -1.916  0.232
H -1.562 0.649 -3.233  0.242
H -0.896 -0.729 -2.242  0.238
H -2.555 1.604 0.207  0.477

=====

[6]
# C5H12ClOP

A 2-piece molecular cluster, C5H12ClOP overall at a distorted geometry (ωB97M-V/def2-TZVPD, OMol25).

Results
**Gap between HOMO and LUMO (alpha / beta)**: 8.255 / 8.255 eV
**Total energy**: -29235.1642 eV
**Highest occupied orbital energy (alpha / beta)**: -8.771 / -8.772 eV
**Energy relative to the best compared isomer or geometry (same formula, charge and spin)**: 386.0 kJ/mol
**Molar mass**: 154.58 u
**Net charge**: 0

Each line ends with the natural charge from an NBO analysis.
Cartesian coordinates (Å):
C 1.131 1.799 -0.442  -0.656
C 1.111 -0.328 0.973  -0.626
C -0.619 -1.705 -1.975  -0.626
C -2.422 -0.083 1.018  -0.768
C 0.302 0.872 0.533  -0.631
O -1.801 1.649 -1.050  -1.054
P -1.207 0.450 -0.338  1.696
Cl -3.978 0.247 0.435  0.014
H 1.968 1.421 -1.100  0.222
H 0.597 2.377 -1.268  0.259
H 1.637 2.660 0.103  0.222
H 2.151 0.059 1.206  0.228
H 1.073 -0.915 0.067  0.218
H 0.746 -1.055 1.750  0.224
H -0.552 -2.591 -1.447  0.179
H -1.417 -1.570 -2.585  0.190
H 0.310 -1.504 -2.325  0.177
H -2.216 -1.136 1.239  0.231
H -2.478 0.537 1.870  0.245
H -0.041 1.651 1.337  0.254

=====

net charge of number 1 (C5H12BNO)?
0

=====

Please write out number 5 again, unchanged.
# C5H12ClOP

A 2-piece molecular cluster, C5H12ClOP overall at a distorted geometry (ωB97M-V/def2-TZVPD, OMol25).

Results
**Gap between HOMO and LUMO**: 9.740 eV
**Total energy**: -29237.7415 eV
**Highest occupied orbital energy**: -8.932 eV
**Energy relative to the best compared isomer or geometry (same formula, charge and spin)**: 137.3 kJ/mol
**Molar mass**: 154.58 u
**SMILES string**: C=C(C)C.CP(O)Cl
**Net charge**: 0

Each line ends with the natural charge from an NBO analysis.
Cartesian coordinates (Å):
C 0.490 -1.744 -0.037  -0.435
C 0.970 -0.811 0.794  0.003
C 2.292 -0.200 0.712  -0.659
C 0.214 -0.319 1.938  -0.658
H 1.060 -2.110 -0.873  0.190
H -0.492 -2.183 0.000  0.198
H 2.117 0.802 0.170  0.240
H 2.560 0.165 1.783  0.214
H 3.052 -0.908 0.367  0.231
H 0.648 -0.630 2.964  0.225
H -0.957 -0.444 2.038  0.237
H 0.413 0.869 1.952  0.215
C -1.530 0.188 -2.199  -0.973
P -0.617 1.337 -0.915  1.093
O -1.706 1.430 0.357  -0.977
Cl -0.895 3.104 -1.867  -0.331
H -2.607 -0.070 -1.916  0.232
H -1.562 0.649 -3.233  0.242
H -0.896 -0.729 -2.242  0.238
H -2.555 1.604 0.207  0.477

=====

total energy of number 5 (C5H12ClOP)?
-29237.7415 eV